Molecular formula: C18H21N7O7P2SSm
Method: DFT, ωB97M-V/def2-TZVPD

Properties
* HOMO (spin up / spin down): -11.37 / -11.38 eV
* molecular weight: 691.78 g/mol
* net charge: +1
* HOMO-LUMO gap (spin up / spin down): 0.3086 / 0.3093 Eh
* spin multiplicity: 6
* relative energy (zero: lowest compared OMol25 entry of this formula, charge and spin): 0.0 kJ/mol

Geometry as XYZ:
```
57
Properties=species:S:1:pos:R:3:lowdin_spin:R:1
Sm -0.75398 0.59170 -0.06318 5.05
O 0.95263 3.65651 1.56304 0.00
P -0.58514 3.44922 1.11785 0.00
O -1.45721 4.54941 1.50008 0.00
O -0.83078 1.99665 1.53325 -0.01
O -0.34416 3.39057 -0.52560 0.00
P -1.38969 2.67406 -1.55422 0.00
O -1.77846 3.75566 -2.61346 0.00
O -2.48620 2.13834 -0.68725 0.00
O -0.60160 1.54469 -2.16265 -0.01
H 1.12245 4.58516 1.76831 0.00
H -2.40654 4.41542 -2.28690 0.00
C 0.58982 -4.04334 -0.73957 0.00
C 1.64391 -3.96289 -1.63252 0.00
C 2.09958 -2.71405 -2.01831 0.00
C 1.48756 -1.58257 -1.50432 0.00
N 0.46845 -1.65761 -0.63384 0.00
C 0.03478 -2.86827 -0.26776 0.00
C 1.97179 -0.21914 -1.86541 0.00
C 2.57369 0.03642 -3.08348 0.00
C 3.05155 1.31014 -3.34430 0.00
C 2.93344 2.28281 -2.37125 0.00
C 2.29379 1.95284 -1.19216 0.00
N 1.80485 0.73411 -0.93728 0.00
H 0.20180 -4.99523 -0.40444 0.00
H 2.11492 -4.85924 -2.01724 0.00
H 2.93993 -2.61711 -2.69118 0.00
H -0.78655 -2.88315 0.43794 0.00
H 2.65437 -0.74336 -3.82831 0.00
H 3.51132 1.53435 -4.29822 0.00
H 3.30160 3.28786 -2.52575 0.00
H 2.15066 2.69895 -0.42154 0.00
C 3.09477 0.30185 4.37613 0.00
C 1.72500 -0.25604 4.25818 0.00
N 1.05491 -0.84475 5.19103 0.00
N -0.13826 -1.15850 4.58949 0.00
C -0.23481 -0.79241 3.31373 0.00
S -1.53527 -1.02617 2.26596 -0.01
N 0.97279 -0.21680 3.09172 0.00
N 1.31785 0.36626 1.86996 0.00
H 3.43497 0.18084 5.40113 0.00
H 3.10609 1.36321 4.12241 0.00
H 3.79080 -0.21970 3.71627 0.00
H -0.86743 -1.60760 5.11759 0.00
H 2.26648 0.11365 1.62795 0.00
H 1.25583 1.37309 1.98984 0.00
C -5.21474 -1.74996 -1.54987 0.00
C -5.10794 -0.86322 -0.49002 0.00
C -3.84972 -0.44710 -0.10861 0.00
N -2.73115 -0.85467 -0.71913 -0.01
C -2.84387 -1.70663 -1.74145 0.00
C -4.06047 -2.18124 -2.18665 0.00
H -6.18597 -2.09700 -1.87911 0.00
H -5.98026 -0.49455 0.03325 0.00
H -3.73187 0.25182 0.70644 0.00
H -1.92256 -2.00605 -2.22480 0.00
H -4.09777 -2.86722 -3.02177 0.00
```